# C47H59N10SV

A molecular structure, C47H59N10SV in a non-equilibrium geometry (ωB97M-V with the def2-TZVPD basis set, the Open Molecules 2025 dataset).

total charge	-1
lowest unoccupied orbital energy (alpha / beta)	2.356 / 2.352	eV
2S+1	4
HOMO (alpha / beta)	-0.090 / -0.103	Ha
HOMO-LUMO gap (alpha / beta)	4.80 / 5.16	eV
largest force on an atom	1.2	eV Å⁻¹

XYZ file:
```
118
Properties=species:S:1:pos:R:3:forces:R:3
V 0.3347 -0.1687 -0.3394 0.85 -0.40 0.35
C -3.2947 -1.9116 -5.1183 -0.02 0.00 -0.02
C -2.7476 -1.7130 -3.7321 0.00 0.00 0.01
C -2.8681 -0.4972 -3.0748 0.07 -0.02 0.02
C -2.3448 -0.3402 -1.8035 0.19 0.24 0.10
C -1.6730 -1.3578 -1.1165 -0.52 -0.13 0.05
N -1.2958 -1.1354 0.2417 -0.86 -0.50 0.06
C -2.3459 -1.3011 1.1199 0.09 -0.22 -0.11
C -3.4977 -2.0432 0.7428 0.00 0.01 -0.05
C -4.5842 -2.2410 1.5643 0.00 0.01 0.10
C -4.6197 -1.7278 2.8597 -0.01 -0.03 -0.07
C -5.8002 -1.9350 3.7685 -0.01 -0.01 0.00
C -3.5021 -1.0215 3.2572 0.06 0.06 -0.01
C -2.4006 -0.7949 2.4329 -0.05 -0.02 0.13
N -1.3796 0.0045 3.0370 -0.01 -0.05 0.01
C -1.5677 1.2635 3.4956 -0.01 0.11 -0.03
C -0.5333 1.5499 4.3476 0.02 -0.02 -0.06
C 0.2350 0.3682 4.3607 0.05 -0.01 -0.04
N -0.2952 -0.5657 3.5927 0.03 0.07 -0.04
C -1.5115 -2.5557 -1.8207 0.25 0.02 -0.07
C -2.0468 -2.7255 -3.0897 0.11 -0.01 -0.10
N -0.7466 -3.6358 -1.2977 0.00 -0.03 0.03
C -1.0578 -4.9484 -1.4041 -0.03 0.00 0.09
C 0.0833 -5.6616 -1.1451 0.04 0.05 0.00
C 1.0577 -4.6736 -0.9026 -0.07 -0.10 -0.08
N 0.5531 -3.4566 -0.9866 -0.01 0.05 -0.24
H -4.2974 -1.4905 -5.2041 0.00 0.00 -0.01
H -3.3453 -2.9697 -5.3757 0.00 0.00 0.00
H -2.6658 -1.4169 -5.8615 0.02 0.00 0.01
H -3.3707 0.3383 -3.5488 -0.01 0.01 0.00
H -2.4515 0.6049 -1.2901 -0.08 -0.08 -0.04
H -3.5302 -2.4732 -0.2490 -0.02 0.02 0.01
H -5.4237 -2.8182 1.1892 -0.01 0.00 0.00
H -6.7080 -1.4889 3.3546 -0.01 0.00 0.00
H -5.6235 -1.4820 4.7444 0.00 0.00 0.00
H -6.0030 -2.9970 3.9271 0.00 0.00 0.00
H -3.4548 -0.6034 4.2577 0.00 0.00 0.00
H -2.4128 1.8446 3.1706 -0.01 0.02 -0.03
H -0.3340 2.4833 4.8445 0.00 0.01 0.02
H 1.1628 0.1676 4.8736 0.05 -0.02 0.02
H -1.8588 -3.6566 -3.6120 -0.01 -0.02 0.03
H -2.0624 -5.2644 -1.6268 -0.02 0.03 -0.04
H 0.1992 -6.7307 -1.1271 0.00 -0.01 0.02
H 2.1046 -4.8019 -0.6890 -0.15 -0.05 -0.15
N 2.6922 -0.9294 -1.4067 -0.32 -0.41 -0.61
N 3.4208 -0.8763 -2.6406 -0.06 0.38 0.11
C 2.8031 -1.0301 -3.8344 0.24 -0.07 0.24
N 3.5687 -0.6098 -4.9033 -0.16 0.11 0.00
S 1.3258 -1.7489 -4.0422 -0.07 -0.06 0.12
H 3.3880 -1.0987 -0.6839 -0.15 0.05 0.10
H 2.1021 -1.7695 -1.4664 0.17 -0.04 -0.03
H 4.1179 -0.1441 -2.5957 0.00 -0.05 -0.02
H 4.1428 0.2078 -4.7547 0.05 -0.01 0.02
H 3.0268 -0.5634 -5.7518 0.02 -0.02 -0.01
C -2.6184 3.9911 1.1467 -0.04 -0.01 -0.01
C -2.5275 2.6569 0.3927 -0.03 0.01 -0.02
C -3.8700 1.9101 0.4691 0.00 -0.02 -0.01
C -2.0473 2.9445 -1.0239 -0.10 0.05 0.06
C -2.9131 3.6033 -1.8837 0.02 0.03 0.03
C -2.5059 3.9936 -3.1487 0.04 -0.03 0.00
C -1.2009 3.7453 -3.5193 -0.04 0.05 0.02
C -0.2954 3.0742 -2.6915 0.00 0.07 -0.01
C 1.1197 3.0211 -3.2670 -0.02 -0.01 0.02
C 1.1512 2.1858 -4.5496 -0.01 -0.11 0.04
C 2.2509 2.6032 -2.3380 -0.02 0.07 -0.01
C -0.7281 2.6051 -1.4332 -0.23 -0.14 0.03
N 0.0484 1.7856 -0.5946 0.40 1.04 -0.31
C 0.5552 2.3941 0.5616 0.11 -0.09 -0.24
C 1.3392 1.7045 1.4090 -0.27 -0.18 0.13
N 1.6662 0.3523 1.1919 -0.11 0.31 0.21
C 2.6100 -0.1021 2.0853 0.02 0.04 -0.07
C 2.6150 -1.4277 2.6007 -0.06 -0.10 -0.01
C 3.3039 -1.7119 3.7685 0.00 0.02 0.03
C 4.0933 -0.7685 4.4159 -0.09 0.03 -0.06
C 4.2924 0.4380 3.7662 0.02 -0.02 -0.05
C 3.6304 0.7646 2.5844 0.13 0.04 0.19
C 4.2000 1.9663 1.8245 0.04 -0.05 -0.02
C 4.1628 1.7823 0.3091 0.00 -0.01 -0.11
C 3.7013 3.3565 2.2343 0.04 0.23 -0.03
C 1.9711 -2.5839 1.8617 -0.03 0.03 -0.03
C 3.1027 -3.5058 1.3851 0.01 0.00 0.04
C 0.9619 -3.4043 2.6638 0.00 -0.05 0.01
H -2.9591 3.8498 2.1757 0.04 -0.04 0.01
H -3.3317 4.6572 0.6540 -0.01 0.01 0.01
H -1.6520 4.4951 1.1708 0.01 0.01 0.00
H -1.7664 2.0388 0.8662 -0.04 0.01 0.07
H -4.3786 2.1375 1.4093 0.01 -0.04 0.03
H -3.7344 0.8281 0.4340 -0.03 0.06 -0.03
H -4.5452 2.1872 -0.3425 -0.03 0.05 0.02
H -3.9218 3.8279 -1.5542 0.00 0.01 0.01
H -3.1842 4.5086 -3.8179 0.00 0.01 -0.01
H -0.8503 4.1098 -4.4793 0.01 -0.01 -0.01
H 1.3226 4.0616 -3.5529 0.06 -0.04 -0.05
H 0.8504 1.1559 -4.3416 0.05 -0.01 0.00
H 2.1623 2.1792 -4.9643 0.05 -0.03 -0.04
H 0.4831 2.5802 -5.3158 -0.03 -0.01 0.02
H 2.1354 1.5785 -1.9933 0.00 -0.05 -0.05
H 2.3001 3.2296 -1.4465 -0.04 -0.04 -0.02
H 3.2042 2.6990 -2.8741 -0.01 0.03 0.02
H 0.3369 3.4440 0.7386 -0.09 -0.01 0.13
H 1.6800 2.1649 2.3306 -0.27 -0.22 -0.13
H 3.2177 -2.7092 4.1867 0.01 -0.02 0.00
H 4.5951 -0.9978 5.3473 0.01 -0.01 0.00
H 5.0245 1.1417 4.1542 0.01 0.01 0.00
H 5.2602 1.9484 2.1004 0.01 0.04 0.02
H 3.1451 1.6230 -0.0477 0.26 0.06 0.03
H 4.7686 0.9153 0.0239 0.03 -0.04 0.00
H 4.5786 2.6625 -0.1900 0.02 0.00 0.00
H 2.7288 3.5861 1.7979 0.27 0.11 0.03
H 4.4111 4.1150 1.8910 0.03 0.01 0.02
H 3.6222 3.4332 3.3206 0.01 0.01 0.03
H 1.4381 -2.1956 0.9893 0.06 0.03 0.08
H 3.6756 -3.8553 2.2464 0.03 0.02 0.00
H 3.8018 -2.9878 0.7220 0.00 -0.02 -0.03
H 2.7104 -4.3845 0.8781 0.12 0.08 0.21
H 1.4623 -3.9858 3.4446 0.02 0.00 0.01
H 0.4555 -4.1108 1.9990 0.01 -0.01 0.01
H 0.2198 -2.7632 3.1305 -0.01 0.02 -0.03
```
Positions in Å, forces in eV/Å.

=====

# C29H31ClIrNO

A molecular structure, C29H31ClIrNO in a non-equilibrium geometry (ωB97M-V with the def2-TZVPD basis set, the Open Molecules 2025 dataset).

total charge	0
lowest unoccupied orbital energy (alpha / beta)	0.546 / -1.290	eV
2S+1	5
HOMO (alpha / beta)	-0.174 / -0.315	Ha
HOMO-LUMO gap (alpha / beta)	5.27 / 7.29	eV
largest force on an atom	2.9	eV Å⁻¹

XYZ file:
```
64
Properties=species:S:1:pos:R:3:forces:R:3
C 2.6469 -0.4899 1.5593 0.79 0.19 0.34
C 2.8741 -1.1794 0.3227 1.18 0.23 -0.03
C 2.2805 -0.4070 -0.7349 1.07 0.29 -0.16
H 3.4099 -2.1171 0.1929 -0.14 0.34 0.05
C 1.6746 0.7610 -0.1351 1.10 0.55 0.48
C 1.9106 0.7017 1.2793 0.69 0.73 0.10
H 1.1634 1.5580 -0.6675 0.11 -0.23 0.22
C -0.7655 -1.8281 2.1691 -0.72 -0.34 0.65
C 0.0108 -2.9168 1.6642 -0.55 -0.97 0.47
C -0.2289 -3.0404 0.2606 -0.59 -0.20 -0.22
H 0.6679 -3.5613 2.2390 -0.19 0.16 -0.06
C -1.0853 -1.9301 -0.1329 -1.46 -2.03 1.41
C -1.4747 -1.2358 1.0863 -0.08 -0.36 -0.07
H 2.3076 -0.6396 -1.7945 0.08 0.07 0.18
H 1.5831 1.4419 2.0042 0.23 -0.22 -0.25
H 2.9724 -0.8192 2.5458 -0.12 0.11 -0.38
H -2.1514 -0.3850 1.1203 0.23 -0.29 0.16
H 0.1824 -3.7692 -0.4343 -0.10 0.17 0.40
H -0.8070 -1.4785 3.1967 0.06 -0.15 -0.23
Ir 0.6696 -1.0533 0.4719 -1.03 1.61 -2.10
C -1.6711 -1.6600 -1.4822 0.44 0.58 -0.28
C -3.1746 -1.9339 -1.4148 -0.17 -0.11 -0.28
C -1.0042 -2.5514 -2.5408 -0.22 0.18 -0.15
H -3.3412 -2.9859 -1.1492 0.01 0.24 0.08
H -3.6053 -1.7318 -2.3996 -0.07 -0.17 0.41
H -3.6580 -1.2911 -0.6705 0.04 -0.16 -0.08
H -1.1383 -3.6073 -2.2771 0.05 0.20 -0.11
H 0.0692 -2.3334 -2.6307 -0.18 -0.08 0.07
H -1.4865 -2.3628 -3.5064 0.18 -0.16 0.17
C -1.3474 -0.1574 -1.7678 0.03 0.08 -0.10
C -1.8633 0.3253 -3.0938 -0.49 -0.60 -0.67
H -0.2567 -0.0125 -1.7565 -0.16 -0.06 0.14
H -1.7813 0.4998 -0.9949 0.18 -0.22 -0.11
O -2.7070 -0.3451 -3.6739 0.09 0.94 -0.52
N -1.3774 1.4809 -3.6432 -0.21 0.23 0.23
C -0.2175 2.2302 -3.1962 -0.15 -0.19 0.22
H -1.8669 1.8037 -4.4694 0.17 -0.29 0.13
C 1.1081 1.6008 -3.5956 0.27 -0.13 -0.42
C 2.2906 2.2567 -3.2353 -0.02 -0.29 -0.04
H 2.2114 3.1999 -2.6860 0.18 -0.30 -0.11
C 3.5324 1.7132 -3.5674 -0.22 0.04 -0.06
H 4.4415 2.2356 -3.2632 -0.24 -0.22 -0.13
C 3.6013 0.5172 -4.2931 -0.17 0.04 0.06
H 4.5733 0.0992 -4.5617 -0.30 0.10 0.10
C 2.4244 -0.1288 -4.6837 -0.12 0.30 0.13
H 2.4591 -1.0548 -5.2614 0.06 0.30 0.17
C 1.1769 0.4181 -4.3472 0.23 0.15 0.16
H 0.2580 -0.0670 -4.6895 0.35 0.12 0.20
H -0.2542 2.3311 -2.0958 0.02 0.07 -0.39
H -0.2842 3.2443 -3.6155 -0.01 -0.27 0.17
Cl -3.8375 1.3734 4.6197 -0.74 0.03 -0.16
C -2.2749 1.4499 5.2888 1.53 0.04 0.20
C -2.1090 1.4833 6.6632 0.26 -0.01 -0.08
C -0.8185 1.4931 7.2225 -0.30 0.02 -0.27
C 0.3066 1.4506 6.3874 0.14 -0.02 -0.10
C 0.1688 1.4198 5.0102 -0.50 0.06 0.06
C -1.1337 1.4606 4.3939 -0.08 -0.21 0.97
C -1.2765 1.4981 3.0204 0.15 0.44 -0.44
H -2.9902 1.4992 7.3003 0.18 -0.03 -0.10
H -0.7038 1.5282 8.3052 -0.02 -0.02 -0.29
H 1.3051 1.4463 6.8309 -0.32 -0.02 -0.15
H 1.0457 1.3752 4.3568 -0.32 0.05 0.26
H -0.3897 1.5279 2.3940 -0.31 -0.13 0.08
H -2.2444 1.6498 2.5560 0.16 -0.17 0.06
```
Positions in Å, forces in eV/Å.

=====

# C37H58B3N3O19S

A molecular structure, C37H58B3N3O19S in a non-equilibrium geometry (ωB97M-V with the def2-TZVPD basis set, the Open Molecules 2025 dataset).

total charge	0
lowest unoccupied orbital energy	-0.059	eV
2S+1	1
HOMO	-0.299	Ha
HOMO-LUMO gap	8.09	eV
largest force on an atom	1.2	eV Å⁻¹

XYZ file:
```
121
Properties=species:S:1:pos:R:3:forces:R:3
B 2.6873 0.3326 3.5791 0.26 -0.35 0.12
O 3.5101 1.4200 3.8074 -1.05 0.13 -0.06
B 3.2855 2.3725 2.8164 1.16 0.12 -0.09
C 2.6189 3.7517 3.0759 0.08 0.01 -0.25
C 1.1343 3.4992 2.7133 0.30 -0.20 0.15
C 0.1643 4.5889 3.1513 -0.33 -0.29 -0.04
C -1.1660 4.4671 2.4016 0.08 -0.11 0.09
C -1.0194 4.5649 0.8757 0.07 0.16 0.47
C -2.3120 4.9541 0.1783 0.03 -0.01 0.17
C -3.3466 3.8285 0.2915 -0.73 0.34 0.35
C -4.2705 3.6324 -0.9296 0.60 0.12 -0.16
C -4.2355 2.2226 -1.5224 -0.54 -0.05 -0.27
C -5.0458 1.1215 -0.8082 0.13 -0.07 0.36
C -5.2895 1.3498 0.6843 0.23 -0.11 -0.10
C -6.0394 0.2006 1.3489 0.49 0.33 0.32
N -5.3692 -1.0779 1.1368 -0.63 0.66 -0.01
C -4.0345 -1.3196 1.2740 0.11 -0.87 -0.25
C -3.8317 -2.6537 0.9789 0.13 0.12 -0.04
C -5.0810 -3.2167 0.6567 -0.42 0.00 -0.08
C -6.0192 -2.2137 0.7615 0.58 -0.51 -0.09
O 3.5137 1.9486 1.5027 -0.79 -0.04 0.38
B 2.7955 0.7969 1.2350 -0.02 -0.45 -0.57
C 2.5004 0.3918 -0.2514 0.34 0.34 0.24
C 3.8303 -0.0344 -0.9261 -0.40 0.26 -0.27
C 3.6822 -1.1292 -1.9756 0.22 -0.30 0.56
C 2.9728 -2.4167 -1.5147 -0.15 0.18 -0.58
S 3.4081 -3.0138 0.1424 -0.05 -0.03 -0.01
C 1.9218 -2.8027 1.0243 0.29 -0.08 0.23
N 1.8049 -2.9729 2.2964 -0.08 -0.04 -0.11
N 0.4662 -2.7078 2.5876 0.15 0.03 -0.22
C -0.0939 -2.4048 1.4809 0.10 0.04 -0.06
O 0.7665 -2.4519 0.4243 -0.25 0.06 0.09
O 2.3352 0.0001 2.2816 0.04 0.60 0.21
H 2.2371 -0.2790 4.4914 0.14 -0.14 -0.03
H 2.7233 4.1154 4.0974 0.00 -0.02 0.02
H 3.0154 4.4885 2.3726 0.00 0.15 0.17
H 1.0801 3.3340 1.6360 -0.01 0.10 -0.03
H 0.8143 2.5505 3.1671 -0.16 0.04 0.01
H -0.0442 4.4478 4.2155 0.18 0.24 0.07
H 0.6034 5.5807 3.0173 0.02 0.00 -0.07
H -1.5986 3.5002 2.6837 -0.13 0.02 -0.12
H -1.8709 5.2218 2.7619 0.07 0.09 -0.03
H -0.6911 3.5914 0.5023 0.10 0.11 -0.23
H -0.2301 5.2991 0.6723 -0.02 -0.02 -0.16
H -2.1118 5.1981 -0.8579 0.00 -0.10 -0.13
H -2.6824 5.8740 0.6439 -0.11 -0.04 -0.03
H -2.8483 2.8924 0.5566 0.11 -0.01 -0.23
H -3.9947 4.0519 1.1464 0.15 -0.14 0.14
H -3.9267 4.3043 -1.7205 0.01 0.03 0.02
H -5.2857 3.9604 -0.6968 -0.09 -0.18 -0.01
H -4.6168 2.3021 -2.5443 0.07 -0.12 -0.03
H -3.2002 1.8922 -1.6232 0.10 0.17 0.09
H -4.4861 0.1867 -0.8858 -0.11 -0.05 -0.17
H -6.0077 0.9327 -1.2940 -0.01 0.19 -0.06
H -5.8286 2.2809 0.8685 -0.08 -0.02 -0.01
H -4.3269 1.4577 1.1914 -0.04 0.05 0.01
H -6.0755 0.3959 2.4248 -0.17 -0.03 -0.01
H -7.0629 0.1429 0.9828 0.02 -0.22 -0.09
H -3.3058 -0.5749 1.5419 -0.20 0.21 0.10
H -2.9010 -3.1991 0.9927 0.00 0.09 0.06
H -5.2934 -4.2371 0.3831 0.07 0.00 0.02
H -7.0783 -2.2479 0.5758 -0.04 0.19 0.09
H 1.7346 -0.3788 -0.3143 0.04 0.01 0.00
H 2.1198 1.2889 -0.7499 -0.13 -0.14 -0.15
H 4.2344 0.8425 -1.4365 0.19 -0.03 0.10
H 4.5755 -0.3299 -0.1852 -0.02 -0.11 0.00
H 3.1402 -0.7561 -2.8471 0.04 -0.02 -0.06
H 4.6843 -1.4108 -2.2951 -0.01 0.12 -0.19
H 3.2430 -3.2124 -2.2106 0.00 -0.08 0.10
H 1.8932 -2.3211 -1.6048 -0.01 0.00 0.27
H -1.1167 -2.1225 1.3022 0.00 0.00 -0.08
C 6.1808 -3.4173 -4.3785 0.10 -0.10 0.05
C 6.4731 -3.7063 -5.8378 0.12 -0.10 0.04
O 5.4105 -3.0109 -6.5009 0.01 0.03 0.03
C 4.9671 -2.0334 -5.6855 -0.08 -0.01 0.01
O 4.1957 -1.1835 -6.0002 0.03 0.13 -0.01
O 5.5103 -2.1518 -4.4520 0.06 -0.11 -0.12
H 7.0738 -3.3338 -3.7653 -0.03 0.14 0.01
H 5.5033 -4.1479 -3.9334 -0.02 0.00 -0.03
H 7.4246 -3.2846 -6.1645 -0.01 0.02 0.01
H 6.4428 -4.7631 -6.0871 -0.13 0.03 -0.07
C 2.4285 3.9995 -2.7721 0.06 0.10 0.00
C 2.2489 5.4318 -2.3101 0.13 0.01 0.06
O 0.8441 5.6420 -2.5166 0.02 -0.06 0.00
C 0.2277 4.4390 -2.5009 -0.01 -0.08 0.11
O -0.9497 4.2744 -2.4655 0.07 -0.01 -0.24
O 1.1340 3.4368 -2.5115 0.02 -0.05 0.05
H 3.1927 3.4575 -2.2190 -0.11 -0.07 0.08
H 2.6370 3.9292 -3.8359 -0.07 0.08 0.13
H 2.4680 5.5606 -1.2481 -0.03 -0.02 0.00
H 2.8273 6.1478 -2.8875 -0.13 0.04 -0.08
C 4.6386 1.9381 -7.0096 -0.03 -0.15 0.01
C 3.5689 2.1144 -5.9549 -0.15 -0.22 0.03
O 3.9556 3.3498 -5.3335 0.19 -0.11 -0.29
C 4.7007 4.0576 -6.2226 0.05 0.01 -0.06
O 5.0280 5.1882 -6.0695 -0.02 0.02 0.04
O 5.0116 3.2945 -7.2928 -0.02 -0.02 0.06
H 4.2758 1.4452 -7.9062 0.04 0.13 -0.08
H 5.5084 1.4008 -6.6304 0.01 0.03 0.02
H 2.5741 2.2365 -6.3867 0.02 0.03 -0.02
H 3.5483 1.3073 -5.2281 0.07 0.09 0.08
C -2.2344 -2.0050 4.9520 0.13 0.08 0.10
C -1.2529 -3.1292 5.2181 0.37 0.14 0.07
O -2.0818 -4.2874 5.0653 -0.26 -0.06 -0.11
C -3.1339 -3.9583 4.2791 0.23 0.01 0.12
O -3.9057 -4.7456 3.8332 -0.12 -0.01 -0.12
O -3.1811 -2.6242 4.0728 0.03 -0.08 0.17
H -1.7812 -1.1438 4.4672 -0.04 -0.04 -0.14
H -2.7556 -1.6792 5.8538 -0.03 -0.01 0.00
H -0.4503 -3.1684 4.4790 -0.22 0.05 0.12
H -0.8213 -3.1035 6.2147 -0.16 -0.11 0.11
C -3.8166 -7.7901 4.1134 0.00 0.05 0.01
C -3.3110 -8.3991 2.8231 -0.09 0.10 -0.10
O -2.3976 -9.3959 3.2926 -0.02 0.00 0.01
C -2.7531 -9.7366 4.5568 -0.01 0.01 0.04
O -2.2974 -10.6533 5.1596 0.01 -0.02 0.00
O -3.6937 -8.8899 5.0299 0.02 -0.06 -0.08
H -4.8474 -7.4539 4.0611 -0.02 -0.08 0.10
H -3.1940 -6.9694 4.4584 0.02 0.00 0.01
H -4.1015 -8.8909 2.2527 -0.01 -0.01 0.02
H -2.7982 -7.6856 2.1838 0.13 -0.06 0.04
```
Positions in Å, forces in eV/Å.